Record 1
Entry from OMol25: C27H70GaIN4O9P as an isolated structure (the ωB97M-V functional and the def2-TZVPD basis).

XYZ file:
```
113
Properties=species:S:1:pos:R:3
H 2.02109 1.65361 -4.50005
H 6.26183 -0.76981 -5.09432
C -6.14249 0.99263 -0.94683
H 1.13732 4.48905 6.39676
O -10.86180 -6.48687 -0.80360
N -8.19335 -6.88467 0.35947
C 2.33301 2.16570 -3.58319
O 5.30372 0.95745 -5.71669
H 0.29028 0.17557 2.48181
H -4.47921 3.83855 0.01268
C -10.83612 -7.57209 -1.70182
H -5.75918 1.99520 0.89430
H 6.74275 3.51817 2.68755
H -10.61890 -7.92502 0.66514
H 7.54722 5.21206 0.95902
H 7.79458 0.15984 -0.82165
H 8.04373 1.23986 1.14669
C 5.30278 -0.44860 -5.51544
H 6.37908 1.62892 -4.04729
H -4.33872 1.23148 0.21843
H 9.21288 5.59648 1.45189
O 8.65096 3.70940 1.90485
H -8.24973 -5.14353 -1.96595
H 7.96357 2.38760 3.30979
H -0.30954 3.47870 6.28888
P -1.50822 2.14331 -1.04486
C -4.84051 3.12853 -0.73985
C 7.17212 1.86700 1.38764
N 6.57855 2.51298 0.23471
H -8.42064 -3.75498 -0.87244
C 7.59864 2.89459 2.41266
H 5.17435 -0.92654 -6.49066
O -1.55190 0.79555 -0.34424
C -0.08539 0.68534 5.80464
H -1.47614 3.39705 4.43719
H 10.08792 2.21265 -2.29793
H -0.87943 1.40048 6.06507
H -11.13806 -7.18982 -2.67540
H 1.56933 -0.24826 -3.56706
H -1.04330 4.50941 3.11768
C -0.71865 -0.38304 4.93591
H 0.79634 1.47421 4.15893
C 9.28351 2.04842 -1.58112
C 1.56082 2.50380 5.73911
H 9.07536 2.99417 -1.07173
H -9.22913 -6.47706 2.11682
H 0.26472 0.23732 6.74210
C -0.66451 3.73855 3.78658
H 6.35149 2.66857 -5.48589
C 4.17605 -0.87181 -4.59733
H -1.32207 0.33803 1.76268
H 6.42549 1.21209 1.84948
H 1.80603 3.11787 -3.52088
H -5.73651 3.59768 -1.17037
H -0.78663 -1.23060 2.40826
H -8.32770 -6.80147 -0.64002
C -10.62549 -6.83560 0.55469
O 0.39064 4.31521 4.53921
H -5.93784 1.16665 -2.00067
C 6.17378 1.62507 -0.84417
C 6.39896 1.63701 -5.14089
H 7.91908 5.50070 2.66528
N 4.39446 -0.37881 -3.24918
H -3.81892 1.71220 -3.19730
C -7.74054 -4.26000 -1.56553
H 7.35431 1.20003 -5.45229
I -5.96168 -1.13521 -0.71799
H -11.53463 -8.36068 -1.39883
C 3.31167 -0.64266 -2.30801
H 4.15138 -1.96700 -4.56854
H 3.64072 -0.31300 -1.31933
O 8.17438 1.55060 -2.29679
H -0.39764 2.24029 -1.93644
H 2.46528 2.80049 5.20169
H 3.40858 2.36655 -3.65936
C 7.24631 0.78868 -1.53409
C -6.59010 -4.89523 0.43736
H 5.67570 2.23375 -1.60422
C -5.22448 1.81534 -0.04762
H -6.72666 -6.54021 1.79086
C 8.30531 5.06653 1.73660
H -11.44486 -6.42956 1.15400
O -6.51407 -4.58223 -0.93988
H 5.41633 0.93609 -0.45495
H 6.73764 0.12620 -2.23785
C 0.64067 3.72166 5.79653
C 1.96520 0.01576 -2.57856
H 3.22694 -0.54108 -5.04122
O -1.32561 0.21263 3.80916
H -7.51903 -3.57641 -2.38318
H 7.20254 3.22798 -0.11411
H -0.33988 2.88865 3.18174
H 3.16447 -1.72676 -2.24822
H -1.48740 -0.90561 5.51508
H -7.31531 -4.23395 0.92712
H 0.03733 -1.11364 4.62772
H -6.13100 -6.96078 0.19126
O 1.99724 1.42166 -2.43511
H 1.86350 2.26303 6.76567
C -0.75669 -0.14547 2.55659
H -1.01363 3.15103 -0.15293
H 9.62542 1.33232 -0.82568
H -7.19576 1.17290 -0.74559
H -3.08115 4.26660 -2.95980
C -6.87969 -6.36597 0.71949
H 4.56822 0.61871 -3.28790
N 1.04302 1.29450 5.12354
H -9.34920 -5.17247 0.93672
H -9.84030 -8.02083 -1.78970
C -9.31214 -6.26532 1.04484
H 1.24914 -0.34334 -1.83565
Ga -3.46436 2.91093 -2.19835
H -5.60782 -4.66162 0.85466
```

## Properties
F_max = 0.3 eV/Å
E_LUMO = 2.18 eV
charge = -1
E_tot = -123283.2858 eV
2S+1 = 1

Atom charges from the Löwdin analysis, given in e for atoms 1 to 6: atom 1 (H): 0.089, atom 2 (H): 0.120, atom 3 (C): -0.674, atom 4 (H): 0.116, atom 5 (O): -0.193, atom 6 (N): -0.055



Record 2
Entry from OMol25: the molecule C5H6O (the ωB97M-V functional and the def2-TZVPD basis).

XYZ file:
```
12
Properties=species:S:1:pos:R:3
H 2.47912 -0.67705 1.34578
H -1.97740 1.44657 -0.39815
C -1.88902 -0.68755 -0.29622
H -1.92383 -0.65107 -1.44982
C -1.66568 0.68116 0.22274
O 3.38770 0.08478 -0.48616
C 2.30894 -0.22881 0.39078
H -1.71879 1.00867 1.30971
C 0.98061 -0.20032 0.13824
H 2.83196 0.70470 -1.07818
C -0.34024 -0.08592 0.00558
H -2.47336 -1.39515 0.29570
```

## Properties
energy relative to the best compared isomer or geometry (same formula, charge and spin) = 4.446 eV
F_max = 3.8 eV/Å
E_LUMO = 0.83 eV
charge = 0
E_tot = -7324.8380 eV
2S+1 = 1

Atom charges from the Löwdin analysis, given in e for atoms 1 to 6: atom 1 (H): 0.094, atom 2 (H): 0.062, atom 3 (C): -0.076, atom 4 (H): 0.120, atom 5 (C): -0.185, atom 6 (O): -0.049



Values of molecular weight, in order: 822.5, 82.1, all in Da.